This record from OMol25 describes C9H6Cl2NO6Pt as an isolated structure. The level of theory is ωB97M-V/def2-TZVPD.

Positions of all 25 atoms, in Å:
Pt: 0.545 0.052 -0.438
O: 0.806 -1.138 3.392
C: 0.450 -0.729 2.190
O: 1.371 -0.576 1.288
C: -0.898 -0.465 1.891
C: -2.085 -0.548 2.674
C: -3.284 -0.223 2.112
C: -3.376 0.202 0.746
C: -2.221 0.269 0.029
N: -1.042 -0.055 0.595
C: -1.998 0.670 -1.394
O: -2.979 1.031 -2.171
O: -0.848 0.662 -1.861
H: 1.767 -1.270 3.418
H: -2.016 -0.868 3.704
H: -4.188 -0.284 2.700
H: -4.338 0.454 0.321
H: -3.839 1.009 -1.727
Cl: 3.880 -0.692 -4.339
C: 4.548 0.427 -3.257
Cl: 4.217 2.072 -3.493
C: 3.402 -0.044 -1.260
O: 4.289 -0.357 -0.593
O: 2.307 0.210 -1.655
H: 5.530 0.190 -2.872

Summary:
Expectation value of S²: 2.015
Energy above the lowest of the compared OMol25 structures with the same formula, charge and spin in kJ/mol: 0.0
Gap between HOMO and LUMO (spin up / spin down) in eV: 6.04 / 8.75
2S+1: 3
Charge: +1
LUMO level (spin up / spin down) in eV: -4.2285 / -4.5855